{
  "formula": "C37H47AsCdNO3P2S4",
  "method": "the ωB97M-V functional and the def2-TZVPD basis",
  "charge": 1,
  "orbital_gap_ev": 8.6,
  "e_above_lowest_kcal_mol": 0.00,
  "molar_mass_da": 931.34,
  "species": ["Cd", "C", "C", "C", "O", "P", "S", "S", "O", "C", "C", "C", "H", "H", "H", "H", "H", "H", "H", "H", "H", "H", "H", "H", "H", "H", "C", "S", "C", "O", "H", "H", "H", "H", "H", "H", "S", "C", "C", "N", "C", "H", "H", "H", "C", "C", "As", "C", "C", "C", "C", "C", "C", "C", "C", "C", "C", "C", "C", "P", "C", "C", "C", "C", "C", "C", "C", "C", "C", "C", "C", "C", "H", "H", "H", "H", "H", "H", "H", "H", "H", "H", "H", "H", "H", "H", "H", "H", "H", "H", "H", "H", "H", "H", "H", "H"],
  "xyz": [[0.7625, -0.1638, 0.1317], [6.1865, -2.0609, -2.7087], [4.7142, -2.4158, -2.7254], [4.0377, -2.1255, -4.0488], [4.0451, -1.7738, -1.5909], [3.4343, -0.3262, -1.4952], [3.3008, 0.0902, 0.4680], [1.6351, -0.1609, -2.3846], [4.5427, 0.5412, -2.2183], [4.5132, 1.9350, -2.6551], [3.7896, 2.8353, -1.6771], [3.9615, 2.0116, -4.0641], [6.7151, -2.6963, -3.4208], [6.6085, -2.2308, -1.7189], [6.3437, -1.0202, -2.9867], [4.5996, -3.4728, -2.4860], [4.1398, -1.0753, -4.3224], [2.9777, -2.3731, -4.0185], [4.5144, -2.7248, -4.8253], [5.5718, 2.1950, -2.6648], [2.7320, 2.5694, -1.6280], [3.8645, 3.8647, -2.0283], [4.2193, 2.7679, -0.6793], [2.8895, 1.8156, -4.0778], [4.4668, 1.2934, -4.7098], [4.1342, 3.0101, -4.4667], [-1.3054, -2.4904, -2.7742], [-0.3268, -2.9770, -1.3594], [-1.2929, -4.3953, -0.8612], [-0.6313, -1.9423, -0.2878], [-1.2395, -3.2598, -3.5428], [-0.8753, -1.5608, -3.1433], [-2.3355, -2.3337, -2.4573], [-1.2394, -5.1497, -1.6458], [-2.3226, -4.0879, -0.6851], [-0.8490, -4.7874, 0.0515], [0.6247, -1.0877, 4.8694], [-0.8457, -1.6013, 4.1636], [-0.8081, -1.4044, 2.8231], [0.3612, -0.8533, 2.3619], [1.2019, -0.6374, 3.3370], [-1.6456, -2.0158, 4.7535], [-1.5883, -1.6392, 2.1162], [2.1876, -0.2211, 3.1853], [-0.0765, 3.4165, -0.5422], [-1.0550, 4.5607, -0.7626], [-0.1093, 6.2293, -1.2677], [0.4653, 5.6169, -3.0345], [-0.4145, 5.0679, -3.9666], [0.0487, 4.6222, -5.1951], [1.3983, 4.7298, -5.5124], [2.2774, 5.2916, -4.6006], [1.8109, 5.7308, -3.3666], [-1.6985, 7.2318, -1.8019], [-1.7045, 7.9971, -2.9641], [-2.8142, 8.7593, -3.3009], [-3.9308, 8.7675, -2.4776], [-3.9293, 8.0157, -1.3116], [-2.8179, 7.2562, -0.9738], [-0.8798, 1.8100, -0.1922], [-2.0755, 2.1831, 1.1162], [-1.6335, 2.0673, 2.4335], [-2.4621, 2.4263, 3.4863], [-3.7428, 2.8927, 3.2285], [-4.1904, 3.0099, 1.9190], [-3.3601, 2.6626, 0.8644], [-1.8404, 1.3940, -1.6715], [-1.4325, 1.8135, -2.9355], [-2.1247, 1.4003, -4.0652], [-3.2272, 0.5670, -3.9449], [-3.6303, 0.1345, -2.6880], [-2.9336, 0.5345, -1.5586], [0.5962, 3.6182, 0.2958], [0.5678, 3.2594, -1.4137], [-1.6181, 4.7567, 0.1500], [-1.7747, 4.3206, -1.5482], [-1.4734, 5.0037, -3.7405], [-0.6451, 4.2078, -5.9164], [1.7570, 4.3910, -6.4759], [3.3252, 5.4011, -4.8513], [2.5016, 6.1796, -2.6612], [-0.8415, 7.9974, -3.6200], [-2.8049, 9.3486, -4.2087], [-4.7965, 9.3607, -2.7411], [-4.7929, 8.0231, -0.6590], [-2.8356, 6.6888, -0.0500], [-0.6353, 1.6965, 2.6381], [-2.1091, 2.3379, 4.5054], [-4.3937, 3.1674, 4.0480], [-5.1877, 3.3787, 1.7185], [-3.7117, 2.7686, -0.1541], [-0.5762, 2.4640, -3.0599], [-1.7971, 1.7371, -5.0404], [-3.7724, 0.2566, -4.8266], [-4.4918, -0.5136, -2.5871], [-3.2490, 0.1824, -0.5832]],
  "atomic_forces_ev_per_a": [[0.079, 0.138, 0.077], [0.009, -0.019, -0.016], [0.028, -0.011, 0.021], [-0.018, 0.019, 0.009], [-0.020, 0.010, -0.032], [-0.068, 0.081, 0.050], [-0.027, -0.044, 0.003], [0.019, -0.028, -0.111], [-0.029, -0.033, 0.025], [-0.004, 0.021, 0.006], [-0.033, -0.014, -0.022], [0.019, -0.016, 0.010], [0.001, 0.005, -0.002], [-0.004, 0.004, -0.003], [-0.004, 0.000, 0.007], [-0.024, -0.005, 0.007], [-0.004, 0.007, -0.007], [0.002, -0.016, 0.006], [0.009, -0.008, 0.011], [0.011, -0.014, -0.006], [0.007, 0.022, 0.019], [0.009, 0.016, -0.008], [-0.008, 0.005, -0.004], [0.002, -0.015, -0.009], [-0.007, 0.001, -0.012], [-0.002, 0.004, 0.022], [0.028, 0.032, 0.053], [0.009, -0.066, -0.103], [0.021, -0.018, 0.000], [-0.079, -0.035, 0.023], [0.034, -0.027, 0.021], [-0.022, 0.026, -0.021], [0.033, -0.010, -0.005], [0.003, 0.008, -0.002], [0.000, 0.016, 0.001], [-0.003, 0.013, 0.001], [-0.006, 0.001, 0.001], [0.000, 0.003, -0.022], [-0.010, 0.023, 0.004], [0.054, 0.029, -0.006], [-0.015, -0.032, -0.011], [0.007, 0.001, 0.007], [-0.009, -0.012, 0.005], [0.000, -0.006, 0.015], [0.004, 0.018, -0.106], [0.008, 0.025, -0.049], [-0.028, -0.029, 0.001], [0.000, 0.020, -0.003], [-0.005, -0.009, 0.012], [0.005, 0.001, -0.006], [-0.002, 0.011, -0.005], [-0.007, 0.004, -0.002], [0.023, 0.007, 0.005], [-0.003, -0.037, 0.022], [0.029, 0.009, -0.034], [-0.007, 0.002, 0.009], [0.002, -0.010, 0.005], [-0.008, 0.008, -0.008], [-0.016, 0.009, 0.014], [0.061, -0.066, 0.037], [0.051, -0.018, 0.061], [-0.032, -0.013, 0.000], [-0.002, -0.003, 0.001], [0.002, 0.002, 0.007], [0.004, -0.002, -0.009], [-0.012, 0.015, 0.000], [-0.025, -0.035, 0.004], [0.017, -0.011, -0.016], [0.004, -0.012, -0.014], [0.003, 0.006, 0.001], [-0.009, 0.046, 0.004], [-0.046, -0.002, -0.012], [-0.014, -0.011, 0.024], [-0.004, 0.013, 0.017], [0.024, 0.021, 0.009], [-0.004, 0.000, 0.004], [-0.005, 0.004, 0.001], [0.000, -0.001, 0.001], [0.000, -0.001, 0.003], [-0.007, 0.002, -0.001], [-0.005, -0.010, 0.010], [-0.006, -0.004, 0.007], [0.001, -0.001, -0.001], [0.001, 0.002, 0.002], [-0.002, 0.004, -0.004], [0.018, -0.007, -0.008], [0.005, -0.004, -0.003], [-0.002, 0.000, -0.002], [0.002, 0.000, -0.001], [0.001, 0.001, -0.005], [-0.002, -0.002, -0.001], [0.006, 0.000, 0.028], [-0.012, -0.003, -0.003], [-0.001, 0.002, -0.001], [-0.003, -0.001, 0.002], [0.005, 0.008, 0.001]]
}